DFT (ωB97M-V/def2-TZVPD) results for a 3-piece molecular cluster, CH10N2O2 overall.

Geometry as XYZ:
```
15
Properties=species:S:1:pos:R:3:forces:R:3:mulliken_charge:R:1
N -0.714589 -0.864688 1.840647 0.043 0.048 -0.401 -0.605
C -0.767359 -0.749592 0.390823 -0.234 0.097 -0.099 -0.503
N -0.564073 0.585668 -0.182947 0.007 0.246 0.286 -0.557
H -1.438694 -0.290932 2.260606 0.137 -0.024 0.075 0.240
H 0.192003 -0.515455 2.130168 -0.065 0.011 0.253 0.254
H -1.729799 -1.108421 0.032538 -0.113 -0.048 0.060 0.408
H -0.010811 -1.393304 -0.035553 0.195 -0.163 0.008 0.314
H 0.301057 0.968268 0.198495 -0.172 -0.048 -0.064 0.212
H -1.318526 1.202937 0.125499 0.273 -0.130 -0.129 0.231
O -0.434327 1.132926 -3.115827 0.460 -0.195 -0.230 -0.715
H -1.194976 1.714565 -3.139804 -0.069 0.003 0.238 0.291
H -0.286848 0.872864 -2.187861 -0.492 0.176 -0.006 0.437
O 2.332865 -0.369878 0.718499 0.172 -0.289 0.259 -0.608
H 2.778768 -0.062659 -0.075749 0.074 -0.049 -0.046 0.306
H 2.855308 -1.122299 1.040466 -0.217 0.366 -0.203 0.294
```
Forces are in eV/Å.

Computed properties:
orbital gap: 9.777 eV
LUMO energy: 0.5529 eV
structure (SMILES): NCN.O.O
HOMO: -9.22 eV
energy: -8274.5150 eV
multiplicity: 1